Record 1
The following is a DFT calculation (ωB97M-V/def2-TZVPD) of a molecular structure, C45H40Cl2MnN5O4S in a non-equilibrium geometry.

Structure (XYZ):
```
98
Properties=species:S:1:pos:R:3:mulliken_spin:R:1
Mn -1.03053 -1.03864 0.21333 3.98
C 1.43761 -2.51491 -1.51647 0.03
C 0.21849 -2.57956 -2.43956 0.05
C 0.05103 -1.33686 -3.27206 -0.06
C 0.67552 -1.31726 -4.50967 0.00
C 0.65154 -0.20448 -5.33914 0.00
C 0.05524 0.95077 -4.86592 0.00
C -0.55283 1.00341 -3.61307 0.00
C -1.02150 2.34413 -3.14189 -0.01
C -2.17039 2.95150 -3.93902 0.00
C -0.65797 -0.18187 -2.84997 0.08
N -1.44397 -0.26097 -1.67401 -0.11
C -2.57610 0.38759 -1.65250 0.01
C -3.30032 0.55481 -0.46590 0.00
C -4.44951 1.32051 -0.18537 0.03
C -4.63526 1.21095 1.18547 0.01
C -3.56091 0.42405 1.67069 0.03
N -2.76410 0.02250 0.68653 0.01
H 1.41887 -3.33124 -0.78488 0.00
H 1.46915 -1.58397 -0.94999 -0.01
H 2.36417 -2.53603 -2.06819 0.00
H -0.70209 -2.78400 -1.85491 -0.01
H 0.28934 -3.45126 -3.08130 0.00
H 1.18521 -2.21488 -4.85814 0.00
H 1.11601 -0.23274 -6.32001 0.00
H 0.07911 1.83503 -5.48511 0.00
H -0.18290 3.03640 -3.25246 0.00
H -1.22126 2.32568 -2.06961 0.00
H -1.92804 2.94619 -5.00919 0.00
H -2.34963 3.99578 -3.61978 0.00
H -3.08936 2.38642 -3.82220 0.00
H -2.96594 0.82214 -2.58261 0.01
H -4.97933 1.86962 -0.93627 0.00
H -5.41423 1.63186 1.81930 0.00
H -3.36916 0.11178 2.70036 0.00
C 6.14645 -2.84881 1.55898 0.00
C 4.70560 -2.56372 1.89275 0.00
C 4.33877 -1.45277 2.66288 0.00
C 3.00489 -1.17627 2.98295 0.00
C 2.02590 -2.02642 2.54743 0.01
C 2.35975 -3.15451 1.80330 -0.01
C 3.67458 -3.40513 1.47354 0.00
S 0.36871 -1.75672 3.07892 0.01
O 0.20587 -0.34812 3.27224 0.00
O 0.13868 -2.63693 4.17466 0.00
N -0.56186 -2.23688 1.79859 -0.01
C -1.16134 -3.49679 1.83156 -0.03
C -0.93773 -4.56884 2.68868 0.01
C -1.71118 -5.74736 2.56463 -0.01
C -2.69463 -5.93272 1.62164 0.02
C -2.95149 -4.88418 0.72764 -0.01
C -3.90886 -4.91034 -0.30429 0.01
C -4.07720 -3.84649 -1.15783 -0.01
C -3.23628 -2.74700 -1.00751 0.05
N -2.30723 -2.67263 -0.06893 -0.04
C -2.15336 -3.69867 0.83214 0.04
H 6.70194 -1.93355 1.50749 0.00
H 6.21747 -3.34676 0.59032 0.00
H 6.61305 -3.47095 2.30883 0.00
H 5.08577 -0.76252 3.01796 0.00
H 2.73829 -0.29907 3.57235 0.00
H 1.56244 -3.82010 1.47948 0.00
H 3.92671 -4.30948 0.92277 0.00
H -0.19884 -4.55517 3.47539 0.00
H -1.48437 -6.56944 3.24792 0.00
H -3.28580 -6.84109 1.54556 0.00
H -4.51768 -5.79909 -0.39093 0.00
H -4.81679 -3.82999 -1.93664 0.00
H -3.30984 -1.89406 -1.66964 -0.01
Cl 0.10481 4.79772 -1.17305 0.00
C -0.62591 4.88648 0.39916 0.00
C -2.00647 4.81681 0.43098 0.00
C -2.67142 4.87099 1.65768 0.00
C -1.94137 4.98718 2.82424 0.00
C -0.56055 5.02272 2.74514 0.00
Cl 0.32638 5.14655 4.23339 0.00
C 0.15668 4.93111 1.55643 0.00
N 1.55250 4.97021 1.56937 0.00
C 2.38273 4.14620 0.71951 0.00
C 3.34989 4.77164 -0.03456 0.00
C 4.17156 4.04168 -0.86851 0.00
C 4.02549 2.65839 -0.94768 0.00
C 3.09409 2.03501 -0.14156 0.00
C 2.26400 2.75852 0.69774 0.00
C 1.29790 1.97713 1.55635 0.01
C 0.26058 1.29731 0.68989 -0.05
O -0.67605 1.92226 0.21351 -0.01
O 0.48205 0.01647 0.44969 -0.03
H -2.55749 4.73219 -0.49203 0.00
H -3.74461 4.82984 1.66006 0.00
H -2.41410 5.01169 3.78770 0.00
H 1.93698 5.19793 2.46561 0.00
H 3.45446 5.83018 0.02339 0.00
H 4.94468 4.54541 -1.45029 0.00
H 4.67716 2.07339 -1.58529 0.00
H 3.00601 0.95678 -0.14428 0.00
H 0.77265 2.57901 2.28618 0.00
H 1.79098 1.16932 2.10990 0.00
```

## Properties
Gap between HOMO and LUMO (alpha / beta) = 0.240 / 0.253 Ha
Molecular weight = 872.8 g mol⁻¹
HOMO (alpha / beta) = -0.2814 / -0.2824 Ha
DFT total energy = -130158.045 eV
Spin multiplicity = 5
Total charge = 0


Record 2
The following is a DFT calculation (ωB97M-V/def2-TZVPD) of 3 unconnected molecules or ions with the total composition C5H14NO2 in a non-equilibrium geometry.

Structure (XYZ):
```
22
Properties=species:S:1:pos:R:3:mulliken_spin:R:1
C -1.22850 0.81753 -2.84938 0.03
C -2.03445 -0.10364 -1.95178 -0.01
C -1.26993 -0.80521 -0.86963 0.14
C -1.01305 -0.26166 0.30783 -0.04
N -0.50036 -0.91970 1.45216 0.14
C 0.48801 -1.84443 1.59033 0.74
H -0.98738 1.76421 -2.33642 0.00
H -1.72480 1.17873 -3.74637 0.00
H -0.25928 0.33817 -3.08740 -0.01
H -2.58813 -0.80511 -2.60187 0.00
H -2.92315 0.47690 -1.61116 0.00
H -1.08801 -1.88070 -0.93114 0.00
H -1.32302 0.73161 0.64502 0.00
H -0.99551 -0.59230 2.26087 -0.02
H 1.07453 -2.29868 0.81177 0.01
H 0.59697 -2.22125 2.60068 0.02
H 3.05759 -0.40291 2.68007 -0.01
H 3.29110 0.04151 1.33408 0.00
O 3.06289 -0.78778 1.79609 0.02
H 2.29802 2.60911 2.25966 0.00
H 1.96766 2.82307 0.80115 0.00
O 2.09881 2.14254 1.44542 0.00
```

## Properties
Gap between HOMO and LUMO (alpha / beta) = 0.212 / 0.330 Ha
Molecular weight = 120.2 g mol⁻¹
HOMO (alpha / beta) = -0.1958 / -0.3139 Ha
DFT total energy = -10994.153 eV
ΔE to the lowest compared entry with this formula, charge and spin = 17.8 kcal/mol
Spin multiplicity = 2
Total charge = 0


Record 3
The following is a DFT calculation (ωB97M-V/def2-TZVPD) of a molecular structure, C31H36BaN8OPS7 in a non-equilibrium geometry.

Structure (XYZ):
```
85
Properties=species:S:1:pos:R:3:mulliken_spin:R:1
Ba 0.90262 0.11191 0.90901 -0.01
C -3.44964 -2.05229 1.28469 0.00
C -3.69040 -3.45717 0.71790 0.00
S -2.19549 -4.39496 0.30394 0.00
C -2.47424 -4.74318 -1.44600 0.00
C -2.50266 -3.55429 -2.39896 0.00
S -0.94334 -2.66779 -2.41777 0.00
C -1.26145 -1.68274 -3.88951 0.00
C -2.37940 -0.64379 -3.77150 0.00
S -2.04807 0.70206 -2.60438 0.00
C -3.64406 0.77951 -1.73525 0.01
C -4.00886 -0.45344 -0.90758 0.00
S -2.63958 -0.92378 0.14837 0.00
H -2.78131 -2.08406 2.14890 0.00
H -4.40392 -1.63116 1.61771 0.00
H -4.30011 -3.40348 -0.18838 0.00
H -4.24421 -4.03764 1.45647 0.00
H -3.40189 -5.30923 -1.53908 0.00
H -1.65092 -5.41035 -1.71314 0.00
H -3.30763 -2.87286 -2.10988 0.00
H -2.70516 -3.90797 -3.41463 0.00
H -1.50086 -2.35341 -4.72082 0.00
H -0.31024 -1.19864 -4.12663 0.00
H -3.31772 -1.12646 -3.48182 0.00
H -2.53431 -0.20029 -4.75816 0.00
H -4.42593 0.98819 -2.46438 0.00
H -3.54893 1.64630 -1.08265 0.00
H -4.28907 -1.27472 -1.57536 0.00
H -4.86741 -0.23324 -0.26598 0.00
N -0.23330 4.20202 -1.25645 0.03
C -1.49096 4.18828 -0.65446 0.02
C -2.56441 5.06375 -0.70882 0.00
C -3.68868 4.75635 0.06635 0.05
C -3.70002 3.61177 0.86931 -0.03
C -2.61376 2.73559 0.91561 0.05
C -1.49411 3.01332 0.13135 -0.05
N -0.29640 2.31068 -0.01964 0.12
C 0.46256 3.06560 -0.85149 0.14
C 1.79045 2.83462 -1.26802 0.03
C 2.50524 3.52319 -2.30550 0.50
S 4.13727 2.91551 -2.34745 0.12
C 3.77046 1.80313 -1.04913 0.00
N 2.56130 1.86368 -0.59658 0.00
H 0.15551 4.93224 -1.81999 -0.01
H -2.53106 5.96662 -1.31617 0.00
H -4.54411 5.42421 0.06300 0.01
H -4.56811 3.40513 1.48677 0.00
H -2.62088 1.86247 1.55965 0.01
H 2.15370 4.25658 -3.02779 0.04
H 4.53226 1.11579 -0.65305 -0.01
O 1.41728 -0.79549 -1.05507 0.01
N 2.56425 -1.06514 -1.69943 -0.01
C 2.67948 -0.69061 -3.00830 0.00
C 3.80349 -0.92777 -3.73697 0.01
C 4.87217 -1.57409 -3.09811 0.00
C 4.76924 -1.91354 -1.77160 0.00
C 3.61132 -1.63725 -0.98493 0.00
S 3.47106 -1.92197 0.69659 0.00
H 1.80780 -0.17765 -3.39062 0.00
H 3.84926 -0.59338 -4.76568 0.00
H 5.78347 -1.79070 -3.64263 0.00
H 5.58515 -2.38797 -1.24752 0.00
C 2.74476 2.91008 2.99952 0.00
P 3.06818 1.11270 2.72387 0.00
C 2.80601 0.45149 4.42404 0.00
C 4.90383 1.12365 2.67438 0.00
H 3.34110 3.31651 3.82629 0.00
H 1.67809 3.05209 3.21892 0.00
H 2.97648 3.45830 2.07711 0.00
H 3.39891 0.99197 5.16725 0.00
H 3.07643 -0.60751 4.45492 0.00
H 1.74596 0.53303 4.67845 0.00
H 5.32299 1.58689 3.57701 0.00
H 5.24355 1.68093 1.79417 0.00
H 5.26422 0.09541 2.58364 0.00
S -1.61946 2.35626 4.99582 0.00
C -0.81660 1.59233 3.75849 0.00
N -0.21517 1.05712 2.89450 0.00
N 0.11698 -1.97898 2.00415 0.00
C 0.26623 -2.81478 2.79178 0.00
C 0.44418 -3.82251 3.78892 0.00
C -0.49260 -4.90876 3.90330 0.00
N -1.24451 -5.78442 4.00188 0.00
C 1.54565 -3.73188 4.71596 0.00
N 2.43204 -3.65592 5.45723 0.00
```

## Properties
Gap between HOMO and LUMO (alpha / beta) = 0.128 / 0.231 Ha
Molecular weight = 929.5 g mol⁻¹
HOMO (alpha / beta) = 0.0009 / -0.1020 Ha
DFT total energy = -132531.362 eV
ΔE to the lowest compared entry with this formula, charge and spin = 11.5 kcal/mol
Spin multiplicity = 2
Total charge = -2


Record 4
The following is a DFT calculation (ωB97M-V/def2-TZVPD) of a molecular structure, C16H30N8O2PTi in a non-equilibrium geometry.

Structure (XYZ):
```
58
Properties=species:S:1:pos:R:3:mulliken_spin:R:1
Ti 9.94803 17.17113 5.74408 0.92
N 10.14610 18.62135 4.14909 0.00
C 10.69268 19.71283 4.94796 0.00
C 12.08249 19.29950 5.46545 0.01
N 12.01990 17.89571 5.96842 0.00
C 12.38976 17.82885 7.43195 0.00
C 11.22831 17.85698 8.38725 0.00
N 10.22272 16.85247 7.95721 0.01
H 10.67913 18.27588 3.33749 0.00
H 9.22724 18.83058 3.73500 0.00
H 9.91596 19.92623 5.72980 0.00
H 10.73534 20.69853 4.39570 0.00
H 12.33907 20.04725 6.25220 0.00
H 12.84904 19.36025 4.67004 0.00
H 12.64874 17.28689 5.40853 0.00
H 13.15159 18.55245 7.73418 0.00
H 12.94708 16.86425 7.52584 0.00
H 10.81709 18.90940 8.45352 0.00
H 11.61658 17.66910 9.38559 0.00
H 9.31580 16.93302 8.49104 0.00
H 10.58989 15.86973 8.11507 0.00
N 6.35059 20.00068 6.40706 0.00
C 5.72222 18.83407 7.04845 0.00
P 6.80770 17.38873 6.78768 0.00
O 7.03618 16.70674 8.06935 0.00
O 8.10622 17.84010 6.10761 0.01
C 6.02819 16.10381 5.74779 0.01
N 5.30256 15.18178 6.69742 0.00
H 6.04458 20.06875 5.42515 0.00
H 7.40595 19.90486 6.41127 0.00
H 6.16776 20.88467 6.94766 0.00
H 4.68708 18.71249 6.61665 0.00
H 5.58421 18.99520 8.11226 0.00
H 6.79346 15.57262 5.17363 0.00
H 5.30779 16.40502 5.00389 0.00
H 5.79338 15.28062 7.63483 0.00
H 5.36745 14.21531 6.44060 0.00
H 4.30350 15.46717 6.75087 0.00
N 10.38943 6.92758 7.62937 0.00
C 10.21950 7.98968 7.22312 0.00
C 10.18289 9.34540 6.70693 0.00
C 10.05616 10.35289 7.65777 0.00
C 9.98467 11.66670 7.18244 0.00
C 10.24372 11.95560 5.86853 0.00
C 10.40009 10.93492 4.91499 0.00
C 10.27352 9.61694 5.32437 0.00
N 10.37504 13.31313 5.34817 0.00
C 11.27047 13.69685 4.31572 0.00
C 11.01827 14.98655 3.96539 0.02
N 10.12919 15.51808 4.90882 0.02
C 9.78146 14.45752 5.75124 0.03
H 9.77184 10.11556 8.72763 0.00
H 9.87107 12.52190 7.86525 0.00
H 10.54173 11.16199 3.85375 0.00
H 10.31669 8.76702 4.57951 0.00
H 11.85031 12.95599 3.80261 0.00
H 11.41232 15.48176 3.10230 0.00
H 8.83765 14.49380 6.32055 -0.02
```

## Properties
Gap between HOMO and LUMO (alpha / beta) = 0.226 / 0.237 Ha
Molecular weight = 445.3 g mol⁻¹
HOMO (alpha / beta) = -0.6784 / -0.6786 Ha
DFT total energy = -65461.802 eV
ΔE to the lowest compared entry with this formula, charge and spin = 0.0 kcal/mol
Spin multiplicity = 2
Total charge = +4


Record 5
The following is a DFT calculation (ωB97M-V/def2-TZVPD) of 2 unconnected molecules or ions with the total composition C3H7ClOS in a non-equilibrium geometry.

Structure (XYZ):
```
13
Properties=species:S:1:pos:R:3:mulliken_spin:R:1
C 1.69633 0.77202 -0.45174 0.06
C 1.27425 -0.33258 0.48283 -0.02
C -0.16512 -0.53890 0.39156 0.65
O -0.59433 -1.47493 -0.51704 0.09
S -1.21643 0.57663 0.98515 1.16
Cl -4.53181 -0.18025 0.12794 0.02
H 2.71837 1.14131 -0.29761 0.00
H 0.90898 1.51422 -0.49765 0.00
H 1.72963 0.35546 -1.45119 0.00
H 1.62380 -0.19507 1.54067 0.03
H 1.78308 -1.22405 0.03593 0.01
H -1.51813 -1.25040 -0.78782 0.00
H -3.70863 0.83654 0.43897 0.00
```

## Properties
Gap between HOMO and LUMO (alpha / beta) = 0.254 / 0.266 Ha
Molecular weight = 126.6 g mol⁻¹
HOMO (alpha / beta) = -0.2334 / -0.3723 Ha
DFT total energy = -28626.352 eV
ΔE to the lowest compared entry with this formula, charge and spin = 0.0 kcal/mol
Spin multiplicity = 3
Total charge = 0


> The lowest molecular weight belongs to which entry?

C5H14NO2


> Which formula does entry 1 have?

C45H40Cl2MnN5O4S


> Among the records above, which one has the lowest total charge?

C31H36BaN8OPS7


> Look up the DFT total energy of the third one.

-132531.362 eV